{"formula": "C55H42BrFGeMnOP3", "method": "wB97M-V/def2-TZVPD", "elements": ["Mn", "F", "Ge", "C", "C", "C", "C", "C", "C", "P", "C", "C", "C", "C", "C", "C", "C", "C", "C", "C", "C", "C", "C", "C", "C", "C", "C", "C", "P", "C", "C", "C", "C", "C", "C", "C", "C", "C", "C", "C", "C", "C", "C", "C", "C", "C", "C", "P", "C", "C", "C", "C", "C", "C", "C", "C", "C", "C", "C", "C", "H", "H", "H", "H", "H", "H", "H", "H", "H", "H", "H", "H", "H", "H", "H", "H", "H", "H", "H", "H", "H", "H", "H", "H", "H", "H", "H", "H", "H", "H", "H", "H", "H", "H", "H", "H", "H", "H", "H", "H", "H", "H", "O", "C", "Br"], "xyz": [[-0.43757, 0.87522, 0.30054], [2.08579, -3.55148, -1.81119], [1.52951, -1.95046, -1.22463], [2.82327, -0.77557, -2.16548], [3.93286, -1.31710, -2.80554], [4.78700, -0.51451, -3.53800], [4.54973, 0.84846, -3.62098], [3.47346, 1.40617, -2.95951], [2.59320, 0.58901, -2.24574], [1.29390, 1.46205, -1.29629], [2.49693, 2.50453, -0.38789], [2.62392, 3.87960, -0.53066], [3.58211, 4.54917, 0.21248], [4.42752, 3.85338, 1.06011], [4.31398, 2.47632, 1.18104], [3.34595, 1.80114, 0.46385], [0.51245, 2.50446, -2.54122], [-0.54576, 3.46973, -2.08888], [-0.96409, 4.44243, -3.13981], [-0.69844, 4.22555, -4.44806], [0.07815, 3.11620, -4.84399], [0.67453, 2.29193, -3.89540], [2.24345, -2.20537, 0.66661], [3.37036, -3.01929, 0.64179], [4.11477, -3.24945, 1.78324], [3.72449, -2.67045, 2.97742], [2.60020, -1.86845, 3.01392], [1.85635, -1.60087, 1.85895], [0.37772, -0.53992, 2.03151], [0.73104, 0.41825, 3.55290], [1.97374, 1.04436, 3.67308], [2.25474, 1.82041, 4.78093], [1.29821, 1.99597, 5.76993], [0.06430, 1.38045, 5.65081], [-0.22735, 0.59915, 4.54545], [-0.87024, -1.71593, 2.66333], [-0.51138, -2.96513, 3.16180], [-1.45107, -3.74197, 3.81649], [-2.75408, -3.29564, 3.96729], [-3.12780, -2.07010, 3.44335], [-2.18927, -1.28634, 2.80001], [-0.05835, -1.97051, -2.48490], [0.25201, -2.48713, -3.73466], [-0.73280, -2.66134, -4.68973], [-2.05088, -2.35100, -4.39137], [-2.36884, -1.82060, -3.15868], [-1.36472, -1.58918, -2.21742], [-1.78469, -0.85626, -0.62708], [-2.99846, -2.06681, -0.02381], [-2.68674, -3.42198, -0.12226], [-3.65583, -4.36365, 0.17014], [-4.92340, -3.95994, 0.56289], [-5.22030, -2.61182, 0.68923], [-4.25931, -1.66003, 0.40337], [-2.79700, 0.64599, -0.96917], [-4.00239, 0.85344, -1.75689], [-4.83789, 1.88359, -1.48677], [-4.68784, 2.70558, -0.33245], [-3.67802, 2.50866, 0.55370], [-2.64173, 1.55082, 0.26899], [4.11629, -2.37785, -2.72183], [5.63691, -0.95056, -4.03802], [5.21278, 1.48170, -4.18908], [3.31369, 2.47385, -3.00123], [1.98805, 4.42761, -1.21068], [3.67082, 5.62073, 0.12621], [5.17837, 4.38367, 1.62491], [4.98582, 1.93458, 1.82921], [3.24405, 0.72158, 0.54083], [-0.27159, 3.99098, -1.15957], [-1.57670, 5.26437, -2.80827], [-1.08330, 4.89289, -5.20505], [0.25348, 2.93043, -5.89215], [1.32233, 1.49525, -4.23239], [3.67276, -3.49299, -0.27788], [4.99276, -3.87262, 1.72887], [4.29547, -2.83591, 3.87710], [2.29102, -1.44010, 3.95574], [2.72955, 0.89982, 2.91214], [3.22693, 2.27892, 4.87818], [1.50993, 2.61506, 6.62734], [-0.68328, 1.50298, 6.41981], [-1.19067, 0.11486, 4.47987], [0.50041, -3.32701, 3.05919], [-1.15250, -4.69008, 4.23616], [-3.47473, -3.89273, 4.50262], [-4.14016, -1.71210, 3.55488], [-2.49161, -0.31057, 2.43460], [1.26952, -2.77647, -3.94839], [-0.47622, -3.06418, -5.65631], [-2.83207, -2.52979, -5.11186], [-3.39815, -1.61348, -2.90775], [-1.70198, -3.73134, -0.45001], [-3.42461, -5.41404, 0.07596], [-5.68603, -4.69682, 0.75967], [-6.20533, -2.29835, 1.00064], [-4.50200, -0.61059, 0.49830], [-4.21960, 0.19079, -2.57837], [-5.69365, 2.04960, -2.12246], [-5.45820, 3.42988, -0.12179], [-3.63057, 3.04758, 1.48955], [-2.14721, 1.09297, 1.16395], [-1.77791, 2.71899, -1.80080], [-1.70114, 1.70117, -0.93695], [0.04886, 2.83361, 1.46845]], "lowdin_charge": [-0.10, -0.29, 1.01, -0.26, -0.07, -0.04, -0.04, -0.10, -0.39, 1.08, -0.44, -0.12, -0.05, -0.05, -0.05, -0.11, -0.17, -0.25, 0.11, 0.00, 0.10, -0.01, -0.24, -0.09, -0.04, -0.04, -0.10, -0.39, 1.03, -0.41, -0.15, -0.06, -0.05, -0.05, -0.07, -0.35, -0.06, -0.05, -0.05, -0.07, -0.15, -0.25, -0.09, -0.04, -0.04, -0.07, -0.37, 1.11, -0.34, -0.07, -0.05, -0.05, -0.06, -0.09, -0.39, -0.03, -0.05, -0.04, -0.01, -0.27, 0.11, 0.12, 0.12, 0.11, 0.10, 0.12, 0.12, 0.12, 0.10, 0.13, 0.15, 0.13, 0.14, 0.12, 0.10, 0.12, 0.12, 0.11, 0.08, 0.11, 0.11, 0.11, 0.10, 0.10, 0.12, 0.12, 0.12, 0.09, 0.11, 0.12, 0.12, 0.10, 0.11, 0.12, 0.12, 0.12, 0.11, 0.10, 0.12, 0.12, 0.13, 0.07, 0.01, -0.46, 0.52], "total_energy_ha": -9121.49969, "lumo_energy_ev": [-8.65, -8.64], "gap_ev": [4.32, 4.33], "charge": 2}

{"formula": "C55H42N5O5OsS5", "method": "wB97M-V/def2-TZVPD", "elements": ["Os", "C", "C", "C", "C", "C", "C", "C", "S", "O", "C", "C", "C", "C", "C", "C", "C", "C", "C", "C", "C", "C", "C", "C", "C", "C", "C", "C", "C", "C", "S", "O", "C", "C", "C", "C", "C", "C", "C", "H", "H", "H", "H", "H", "H", "H", "H", "H", "H", "H", "H", "H", "H", "H", "H", "H", "H", "H", "H", "H", "H", "H", "H", "H", "H", "S", "C", "C", "C", "C", "N", "C", "C", "C", "S", "C", "N", "H", "H", "N", "C", "N", "C", "C", "C", "C", "C", "H", "H", "H", "H", "H", "H", "H", "H", "H", "H", "O", "C", "N", "S", "O", "O", "C", "C", "C", "C", "C", "C", "H", "H", "H", "H"], "xyz": [[-0.21247, -3.06504, -0.25529], [-4.02337, 2.79366, 5.65431], [-3.52257, 1.99886, 4.49221], [-4.10887, 2.14426, 3.23841], [-3.62297, 1.44266, 2.15171], [-2.53267, 0.60496, 2.31131], [-1.96547, 0.41376, 3.55601], [-2.46067, 1.11226, 4.64161], [-1.88687, -0.18524, 0.81261], [-1.28467, -1.45504, 1.32341], [-0.46597, 0.92946, 0.70061], [0.69703, 0.65246, 1.42861], [1.79323, 1.45446, 1.27541], [1.77293, 2.54896, 0.38151], [2.90443, 3.36346, 0.17251], [2.86573, 4.39406, -0.72449], [1.69553, 4.66186, -1.44899], [0.58163, 3.89036, -1.27449], [0.59133, 2.82216, -0.35619], [-0.53607, 1.98076, -0.17529], [-1.78977, 2.19366, -0.92269], [-2.69387, 3.21156, -0.50849], [-2.41957, 4.04956, 0.59471], [-3.31747, 5.00616, 0.98031], [-4.53087, 5.16466, 0.29391], [-4.83327, 4.35406, -0.76529], [-3.92617, 3.36406, -1.19809], [-4.21217, 2.51726, -2.29089], [-3.32397, 1.55276, -2.67399], [-2.11157, 1.38356, -1.98379], [-1.12937, -0.05964, -2.55769], [-1.04537, -0.88234, -1.30149], [0.51563, 0.66476, -2.68509], [0.83073, 1.53126, -3.71649], [2.14193, 1.94286, -3.88529], [3.15063, 1.48346, -3.04679], [4.57113, 1.91196, -3.23559], [2.81313, 0.60976, -2.01939], [1.50693, 0.20236, -1.84039], [-5.09777, 2.94596, 5.58341], [-3.54237, 3.77276, 5.65681], [-3.79297, 2.29776, 6.59351], [-4.95407, 2.80586, 3.11561], [-4.08297, 1.53916, 1.18101], [-1.15467, -0.28774, 3.66761], [-2.02067, 0.96956, 5.61811], [0.70163, -0.21524, 2.07311], [2.70023, 1.25726, 1.82831], [3.80513, 3.15536, 0.73161], [3.73613, 5.01286, -0.87819], [1.68153, 5.48186, -2.14819], [-0.32037, 4.08606, -1.83379], [-1.49157, 3.92586, 1.13311], [-3.09607, 5.65026, 1.81751], [-5.22447, 5.92836, 0.61091], [-5.77067, 4.46306, -1.28879], [-5.14927, 2.64376, -2.81069], [-3.54097, 0.89716, -3.50279], [0.05893, 1.87706, -4.38499], [2.39023, 2.61636, -4.69099], [4.73343, 2.31766, -4.23059], [5.24253, 1.06976, -3.08399], [4.82793, 2.68056, -2.50609], [3.57923, 0.23076, -1.36059], [1.25103, -0.47364, -1.03809], [-1.63607, -4.31864, 1.25431], [-3.17297, -4.28594, 0.45181], [-4.34027, -4.57954, 1.15671], [-5.57557, -4.55134, 0.52281], [-6.76157, -4.81204, 1.25051], [-7.71917, -5.01644, 1.84551], [-5.65197, -4.25234, -0.86029], [-4.49277, -3.97594, -1.56459], [-3.25227, -3.96324, -0.92219], [-1.84207, -3.52594, -1.83339], [-6.90907, -4.22784, -1.51049], [-7.92637, -4.20714, -2.03629], [-4.28047, -4.82274, 2.20691], [-4.53187, -3.75404, -2.62009], [1.09373, -3.03544, 1.18291], [1.98313, -2.98694, 1.93261], [2.92593, -2.94904, 2.79391], [4.32633, -3.04884, 2.40641], [5.07593, -1.78304, 2.82081], [4.85833, -1.48034, 4.30221], [3.36433, -1.36884, 4.59791], [2.65783, -2.66334, 4.19571], [4.37163, -3.19334, 1.32591], [4.75763, -3.91864, 2.91441], [4.73003, -0.94124, 2.21801], [6.13663, -1.92924, 2.62031], [5.35853, -0.54804, 4.56791], [5.29463, -2.27374, 4.91281], [2.93993, -0.52864, 4.04321], [3.19743, -1.19124, 5.66021], [1.57813, -2.59434, 4.34881], [3.04613, -3.49364, 4.79711], [3.13683, -2.64094, -0.58749], [2.55513, -2.68814, -1.66279], [1.23433, -2.90844, -1.81749], [0.79223, -2.95454, -3.42429], [0.34773, -4.26574, -3.76859], [-0.12327, -1.87104, -3.70639], [2.40943, -2.56764, -4.06329], [2.86113, -2.35974, -5.34599], [4.20753, -2.05304, -5.51619], [5.06073, -1.97284, -4.42429], [4.59153, -2.18364, -3.13639], [3.24613, -2.47374, -2.96589], [2.19073, -2.43134, -6.18669], [4.59303, -1.88874, -6.51029], [6.10293, -1.74234, -4.58379], [5.24473, -2.13034, -2.27879]], "lowdin_charge": [1.20, -0.04, -0.26, -0.03, -0.08, -0.34, -0.06, -0.02, 1.07, -0.64, -0.27, -0.05, 0.00, -0.16, -0.03, -0.07, -0.05, 0.00, -0.11, -0.16, -0.16, -0.12, -0.01, -0.06, -0.06, -0.02, -0.15, 0.00, -0.06, -0.27, 1.10, -0.73, -0.34, -0.05, -0.02, -0.25, -0.03, -0.03, -0.09, 0.08, 0.09, 0.08, 0.12, 0.11, 0.10, 0.12, 0.09, 0.11, 0.12, 0.11, 0.11, 0.13, 0.13, 0.11, 0.11, 0.12, 0.12, 0.11, 0.12, 0.12, 0.08, 0.07, 0.08, 0.13, 0.09, 0.67, -0.64, -0.03, -0.15, -0.16, 0.21, -0.17, -0.02, -0.59, 0.84, -0.17, 0.20, 0.13, 0.13, -0.03, -0.17, -0.05, -0.11, -0.16, -0.19, -0.17, -0.11, 0.11, 0.14, 0.11, 0.12, 0.12, 0.12, 0.11, 0.12, 0.14, 0.14, 0.04, -0.53, -0.23, 0.63, -0.29, -0.42, -0.19, -0.01, -0.04, -0.05, 0.00, -0.15, 0.13, 0.11, 0.11, 0.12], "total_energy_ha": -4852.41080, "lumo_energy_ev": [-2.55, -5.79], "multiplicity": 5, "gap_ev": [7.94, 4.84], "charge": 1, "relative_energy_ev": 0.316}